(1)
45
Properties=species:S:1:pos:R:3 method="wB97M-V/def2-TZVPD" lumo_energy_ev="3.80 / 3.80" e_homo_ev="-2.9 / -2.9" homo_lumo_gap_ev="6.6908 / 6.6888" e_tot_ev=-158594.5972 relative_energy_kj_mol=174.96 charge=-2
Pd -1.214 -0.343 -0.483
O -2.938 -0.906 2.027
Cl -3.488 -1.406 0.790
O -4.752 -2.057 1.051
O -3.678 -0.294 -0.141
O -2.560 -2.363 0.195
F -3.393 -2.434 -4.168
C -2.528 -1.484 -4.542
F -1.972 -1.902 -5.702
F -3.263 -0.395 -4.817
C -1.464 -1.189 -3.434
O -2.123 -0.857 -2.310
C -0.512 -0.001 -3.975
F -0.881 0.453 -5.209
F -0.598 1.040 -3.167
F 0.780 -0.338 -4.099
C -0.602 -2.502 -3.248
F 0.117 -2.442 -2.142
F 0.239 -2.767 -4.276
F -1.400 -3.585 -3.140
F 5.708 0.326 1.307
C 4.483 0.260 0.748
C 3.553 1.257 0.956
F 3.875 2.302 1.739
C 2.314 1.200 0.354
F 1.464 2.206 0.591
C 1.907 0.154 -0.506
O 0.790 0.139 -1.149
C 2.890 -0.849 -0.662
F 2.623 -1.900 -1.448
C 4.134 -0.795 -0.068
F 5.031 -1.775 -0.286
Br -1.782 4.117 5.810
C -0.693 2.822 4.938
C 0.449 2.366 5.572
N 1.265 1.479 5.007
C 0.940 1.014 3.797
C -0.201 1.404 3.108
C -1.035 2.345 3.688
C -0.554 0.832 1.760
O -1.301 1.476 1.022
O -0.051 -0.294 1.454
H 0.717 2.724 6.561
H 1.620 0.298 3.349
H -1.918 2.664 3.149



(2)
72
Properties=species:S:1:pos:R:3 method="wB97M-V/def2-TZVPD" lumo_energy_ev=-0.91 e_homo_ev=-8.3 homo_lumo_gap_ev=7.3665 e_tot_ev=-79405.0567 relative_energy_kj_mol=84.70 charge=0
Cs -7.020 0.906 -16.155
Cs -5.593 0.229 -11.749
B -7.527 -1.454 -13.873
H -6.427 -1.343 -13.665
H -7.797 -2.186 -14.736
H -7.981 -1.914 -12.925
H -7.992 -0.461 -14.146
B -8.966 2.638 -14.033
H -8.613 3.600 -14.593
H -9.596 2.995 -13.123
H -9.702 2.098 -14.733
H -8.129 1.939 -13.693
C -4.965 -4.078 -11.338
C -6.072 -3.666 -10.336
C -5.414 -3.414 -9.008
S -3.646 -2.952 -9.280
O -2.780 -3.575 -8.304
O -3.608 -1.514 -9.452
C -3.545 -3.776 -10.877
H -5.257 -3.553 -12.253
H -5.085 -5.091 -11.726
H -6.911 -4.361 -10.308
H -6.577 -2.790 -10.760
H -5.312 -4.385 -8.513
H -5.823 -2.681 -8.318
H -2.917 -4.645 -10.694
H -3.041 -3.049 -11.514
C -10.774 -4.126 -12.306
C -9.610 -5.121 -12.467
C -9.505 -5.468 -13.951
S -11.236 -5.657 -14.517
O -11.778 -6.926 -14.105
O -11.348 -5.296 -15.918
C -11.769 -4.242 -13.461
H -10.237 -3.179 -12.246
H -11.219 -4.216 -11.316
H -9.880 -6.017 -11.897
H -8.588 -4.875 -12.179
H -8.938 -6.317 -14.324
H -9.149 -4.552 -14.434
H -12.835 -4.182 -13.281
H -11.474 -3.429 -14.129
C -4.973 -4.608 -15.464
C -3.875 -4.725 -14.469
C -2.640 -5.159 -15.244
S -2.769 -4.417 -16.892
O -2.682 -5.521 -17.829
O -1.921 -3.238 -17.007
C -4.482 -3.868 -16.696
H -5.855 -4.150 -15.003
H -5.324 -5.598 -15.791
H -3.846 -5.505 -13.709
H -3.755 -3.697 -14.101
H -2.730 -6.233 -15.425
H -1.696 -5.055 -14.712
H -5.047 -4.018 -17.611
H -4.390 -2.798 -16.498
C -8.274 -4.244 -17.753
C -7.480 -4.589 -19.045
C -7.052 -3.325 -19.804
S -7.733 -1.914 -18.930
O -8.975 -1.551 -19.556
O -6.689 -0.900 -18.785
C -8.018 -2.780 -17.409
H -7.897 -4.838 -16.923
H -9.348 -4.375 -17.871
H -8.026 -5.255 -19.713
H -6.617 -5.221 -18.821
H -7.385 -3.357 -20.837
H -5.993 -3.062 -19.767
H -8.655 -2.158 -16.779
H -7.057 -2.635 -16.899



(3)
72
Properties=species:S:1:pos:R:3 method="wB97M-V/def2-TZVPD" lumo_energy_ev=-0.42 e_homo_ev=-7.7 homo_lumo_gap_ev=7.3275 e_tot_ev=-79405.9345 relative_energy_kj_mol=0.00 charge=0
Cs 4.485 1.184 -0.738
Cs 2.652 -0.657 3.451
B 4.785 -3.031 2.680
H 5.158 -3.880 1.982
H 3.768 -3.351 3.101
H 5.529 -2.851 3.561
H 4.597 -2.038 2.163
B 1.874 -0.230 0.212
H 1.174 -1.095 0.489
H 1.268 0.728 0.415
H 2.762 -0.250 0.897
H 2.245 -0.328 -0.861
C -0.409 0.918 -5.303
C -0.522 1.669 -3.977
C 0.125 0.770 -2.923
S 1.549 -0.049 -3.729
O 1.452 -1.491 -3.596
O 2.799 0.633 -3.439
C 1.055 0.452 -5.409
H -0.663 1.473 -6.202
H -1.028 0.019 -5.229
H -1.578 1.670 -3.696
H -0.169 2.698 -3.956
H -0.611 -0.011 -2.749
H 0.503 1.256 -2.028
H 1.327 -0.337 -6.102
H 1.646 1.357 -5.562
C -2.795 -4.112 -2.006
C -1.969 -2.904 -2.518
C -1.073 -2.532 -1.329
S -0.551 -4.174 -0.633
O -0.866 -4.175 0.799
O 0.747 -4.636 -1.074
C -1.876 -5.156 -1.397
H -3.395 -4.431 -2.861
H -3.528 -3.736 -1.289
H -2.445 -1.969 -2.811
H -1.260 -3.199 -3.296
H -1.625 -2.086 -0.502
H -0.158 -1.975 -1.518
H -2.319 -5.781 -0.628
H -1.408 -5.844 -2.101
C 0.732 3.501 1.915
C 1.800 4.612 2.033
C 1.327 5.802 1.202
S 0.790 5.000 -0.330
O 1.936 4.513 -1.094
O -0.297 5.781 -0.912
C 0.099 3.520 0.524
H 0.005 3.654 2.708
H 1.147 2.500 2.044
H 2.700 4.168 1.602
H 1.973 4.860 3.077
H 2.129 6.514 1.028
H 0.390 6.275 1.493
H 0.201 2.600 -0.043
H -0.965 3.696 0.693
C -2.478 -1.421 2.854
C -3.571 -0.839 3.738
C -2.902 0.010 4.843
S -1.375 0.654 4.028
O -0.182 0.222 4.779
O -1.541 2.084 3.754
C -1.457 -0.354 2.456
H -3.004 -1.734 1.948
H -1.974 -2.280 3.294
H -4.181 -1.647 4.137
H -4.234 -0.147 3.215
H -2.487 -0.613 5.634
H -3.378 0.902 5.236
H -0.481 -0.659 2.091
H -1.974 0.311 1.763



(4)
86
Properties=species:S:1:pos:R:3 method="wB97M-V/def2-TZVPD" lumo_energy_ev=-0.23 e_homo_ev=-9.1 homo_lumo_gap_ev=8.8522 e_tot_ev=-157248.1315 charge=0
C -1.938 1.252 3.026
C -0.927 1.368 1.863
C -0.349 2.821 1.610
C -0.721 3.977 2.520
C 0.128 3.941 3.880
C 0.666 2.520 4.299
O 1.512 3.673 3.745
O -1.153 3.160 0.392
C -0.685 2.869 -0.834
O -1.260 2.962 -1.830
C 0.789 2.433 -0.618
Br 1.921 3.667 -1.630
P 1.294 0.715 -1.228
O 2.953 0.737 -1.362
O 0.816 -0.470 -0.147
C 1.075 2.801 0.952
F 1.942 1.789 1.324
Cl 1.955 4.364 0.895
H -2.605 0.397 2.776
H -2.600 2.115 3.180
H -1.406 0.940 3.943
H -0.080 0.681 2.069
H -1.381 1.000 0.931
H -1.774 4.041 2.816
H -0.377 4.944 2.108
H -0.206 4.605 4.701
H 1.019 1.813 3.546
H 0.998 2.466 5.339
H 3.392 1.049 -0.545
H 1.587 -1.054 -0.016
C -2.978 -1.519 0.284
O -2.965 -0.750 1.254
N -3.884 -1.408 -0.710
N -2.087 -2.539 0.139
H -3.905 -2.024 -1.507
H -4.564 -0.672 -0.634
H -1.397 -2.657 0.862
H -2.087 -3.178 -0.643
C -0.063 -3.916 -2.416
O -0.770 -4.567 -1.661
N 0.257 -2.614 -2.183
N 0.459 -4.434 -3.565
H 0.831 -2.064 -2.796
H -0.115 -2.187 -1.352
H 0.242 -5.391 -3.778
H 1.035 -3.913 -4.199
C -4.566 -1.530 4.431
O -5.155 -0.486 4.231
N -4.434 -2.070 5.684
N -3.985 -2.253 3.432
H -3.955 -2.929 5.874
H -4.848 -1.564 6.446
H -4.057 -1.890 2.491
H -3.499 -3.117 3.581
C -3.337 -3.203 -4.365
O -3.429 -2.886 -3.188
N -2.642 -4.306 -4.739
N -3.908 -2.490 -5.374
H -2.531 -4.615 -5.686
H -2.212 -4.829 -3.995
H -4.426 -1.668 -5.119
H -3.838 -2.740 -6.342
C 0.208 -1.989 3.812
O 1.027 -1.478 3.061
N -1.126 -1.990 3.546
N 0.568 -2.599 4.979
H -1.818 -2.398 4.140
H -1.422 -1.543 2.690
H 1.546 -2.615 5.205
H -0.084 -3.024 5.610
C 4.138 5.595 -5.169
O 5.011 6.021 -5.903
N 2.814 5.640 -5.497
N 4.408 5.034 -3.954
H 2.080 5.294 -4.906
H 2.575 6.045 -6.384
H 5.371 4.983 -3.676
H 3.702 4.679 -3.337
C 6.584 -1.151 -2.086
O 7.579 -1.845 -2.174
N 5.666 -1.304 -1.085
N 6.294 -0.160 -2.978
H 4.841 -0.741 -0.998
H 5.842 -2.023 -0.407
H 6.945 -0.016 -3.729
H 5.478 0.421 -2.921



For each record above, in turn, the calculated M values are 824.9; 776.2; 776.2; 785.9 g/mol.